Entry 1:
One molecule with the formula C5H14N2S in a non-equilibrium geometry. Source: the Open Molecules 2025 dataset; level of theory: ωB97M-V/def2-TZVPD.

The HOMO energy comes out at -8.543 eV. As for the energy above the lowest of the compared OMol25 structures with the same formula, charge and spin: 0.549 eV. As for the SMILES: NCCNCCCS. The LUMO energy comes out at 0.98 eV. Its charge is 0.

Positions of all 22 atoms, in Å:
S (1.199, -0.065, -3.380)
N (-1.270, -2.541, 1.988)
N (0.439, 0.641, 1.014)
C (-0.891, -1.105, 2.079)
C (-0.194, 0.698, -2.424)
C (1.105, 1.153, -0.181)
C (0.110, 1.660, -1.266)
C (0.010, -0.774, 0.900)
H (-0.795, -0.139, -2.081)
H (-0.823, 1.256, -3.106)
H (-0.329, -1.039, 3.025)
H (2.156, 0.692, -2.879)
H (-0.478, -0.972, -0.043)
H (-0.818, 2.036, -0.844)
H (1.773, 0.421, -0.669)
H (1.688, 1.986, 0.241)
H (-1.675, -0.351, 2.226)
H (0.871, -1.429, 0.972)
H (0.917, 0.785, 1.889)
H (-1.596, -2.858, 2.895)
H (0.635, 2.535, -1.681)
H (-2.036, -2.588, 1.324)

***

Entry 2:
C34H49BMgN7O as an isolated structure in a non-equilibrium geometry. Source: the Open Molecules 2025 dataset; level of theory: ωB97M-V/def2-TZVPD.

The HOMO energy comes out at -3.594 eV. As for the energy above the lowest of the compared OMol25 structures with the same formula, charge and spin: 0.000 eV. The LUMO energy comes out at 2.53 eV. Its charge is -1.

Positions of all 93 atoms, in Å:
Mg (0.285, -0.627, 0.462)
O (2.053, -1.052, 1.254)
N (0.619, -2.116, -1.150)
N (-2.633, -1.721, -0.745)
N (-0.691, -2.405, 1.544)
N (-2.212, -0.513, -0.195)
N (-1.403, -3.302, 0.782)
N (-0.502, -2.865, -1.538)
N (0.509, 1.444, 0.301)
C (-3.283, 0.277, -0.138)
C (-4.428, -0.485, -0.534)
C (-0.159, 1.791, 3.894)
C (-0.219, 1.328, 2.590)
C (-3.172, 1.666, 0.299)
C (2.004, 4.833, 3.485)
C (2.795, 2.493, -3.249)
C (0.265, -2.308, 3.797)
C (1.620, 4.612, -2.515)
C (0.471, 2.971, 4.235)
C (3.200, -0.441, 1.600)
C (-0.166, -3.706, -2.522)
C (-2.243, -5.643, 0.835)
C (-1.611, -4.437, 1.462)
C (0.404, 2.922, -3.701)
C (2.709, 3.552, -2.229)
C (-0.800, 0.924, 4.936)
C (-1.106, -4.708, -3.091)
C (-1.074, -4.230, 2.723)
C (0.969, 1.176, -2.009)
C (1.109, 3.655, 3.222)
C (1.632, -2.530, -1.933)
C (1.151, -3.536, -2.788)
C (0.416, 1.991, 1.537)
C (0.923, 3.270, 1.945)
C (-4.785, -2.849, -1.347)
C (0.287, 3.943, -2.608)
C (0.940, 2.193, -0.905)
C (3.049, -2.141, -1.654)
C (2.408, 2.847, -0.885)
C (-3.954, -1.712, -0.881)
C (-0.094, 3.223, -1.288)
C (1.401, 1.810, -3.339)
C (-0.541, -2.951, 2.748)
B (-1.757, -2.983, -0.671)
H (3.559, 1.747, -3.072)
H (1.727, 5.706, 2.872)
H (-1.263, -5.554, -2.427)
H (1.704, 0.409, -1.693)
H (2.992, 4.511, 3.205)
H (-1.625, -6.035, 0.011)
H (-5.486, -0.182, -0.546)
H (-0.406, -2.035, 4.596)
H (-1.001, -5.007, 3.488)
H (3.636, -0.740, 2.555)
H (1.412, 1.033, -4.117)
H (1.391, 3.963, 1.242)
H (-2.084, -4.275, -3.340)
H (-4.576, -3.136, -2.394)
H (-4.146, 1.972, 0.826)
H (-2.271, -6.478, 1.556)
H (-0.785, 0.393, 2.407)
H (0.775, 3.356, -4.682)
H (-2.346, 1.738, 1.000)
H (3.148, 2.034, -0.768)
H (-2.432, -3.859, -1.132)
H (-1.745, 1.266, 5.303)
H (1.847, 5.177, -3.454)
H (0.482, 3.325, 5.250)
H (4.081, -0.533, 0.894)
H (3.218, -1.063, -1.814)
H (0.746, -1.414, 3.394)
H (-3.266, -5.519, 0.409)
H (3.008, 2.905, -4.258)
H (3.176, 0.681, 1.691)
H (1.706, 5.354, -1.758)
H (2.048, 5.120, 4.529)
H (3.736, -2.726, -2.302)
H (-0.558, 4.563, -2.898)
H (-2.968, 2.296, -0.527)
H (3.690, 4.039, -2.057)
H (-0.187, 3.955, -0.483)
H (-0.576, 2.517, -3.938)
H (-0.042, 0.882, 5.738)
H (-0.107, 0.782, -2.158)
H (-4.499, -3.752, -0.719)
H (-0.955, -0.065, 4.558)
H (3.151, -2.369, -0.626)
H (-5.835, -2.629, -1.254)
H (-1.054, 2.630, -1.385)
H (1.046, -3.076, 4.219)
H (-0.743, -5.127, -4.035)
H (2.500, 3.623, -0.154)
H (1.787, -4.063, -3.487)

***

Entry 3:
One molecule with the formula C6H12O. Source: the Open Molecules 2025 dataset; level of theory: ωB97M-V/def2-TZVPD.

The HOMO energy comes out at -9.950 eV. As for the energy above the lowest of the compared OMol25 structures with the same formula, charge and spin: 1.144 eV. As for the SMILES: C[C@@H]1C[C@@H]1[C@@H](C)O. The LUMO energy comes out at 0.99 eV. Its charge is 0.

Positions of all 19 atoms, in Å:
O (-2.333, 0.368, 0.777)
C (-1.161, 0.427, -0.031)
C (1.937, 0.728, 0.873)
C (0.931, -1.182, -0.544)
C (1.195, -0.589, 0.810)
C (-0.224, -0.729, 0.305)
C (-1.659, 0.432, -1.467)
H (-0.851, 0.708, -2.150)
H (3.017, 0.538, 0.857)
H (1.461, -1.279, 1.608)
H (1.703, 1.364, 0.011)
H (-2.079, 0.336, 1.707)
H (1.026, -2.252, -0.694)
H (1.711, 1.296, 1.782)
H (-2.470, 1.159, -1.587)
H (-0.768, -1.564, 0.752)
H (1.233, -0.583, -1.404)
H (-0.635, 1.376, 0.147)
H (-2.034, -0.555, -1.751)

***

Entry 4:
A 2-piece molecular cluster, C6H10O overall. Source: the Open Molecules 2025 dataset; level of theory: ωB97M-V/def2-TZVPD.

The HOMO energy comes out at -9.084 eV. As for the energy above the lowest of the compared OMol25 structures with the same formula, charge and spin: 1.057 eV. As for the SMILES: C1=CCCC1.C=O. The LUMO energy comes out at 0.85 eV. Its charge is 0.

Positions of all 17 atoms, in Å:
O (2.837, -1.601, 1.005)
C (0.053, 0.355, -1.257)
C (-1.311, 1.018, -0.957)
C (2.779, -0.455, 1.372)
C (-1.812, 0.374, 0.357)
C (-0.984, -0.886, 0.457)
C (0.023, -0.899, -0.414)
H (3.658, 0.062, 1.804)
H (0.780, -1.675, -0.479)
H (0.190, 0.146, -2.325)
H (1.848, 0.140, 1.295)
H (0.895, 0.998, -0.959)
H (-2.890, 0.176, 0.342)
H (-1.627, 1.019, 1.228)
H (-2.012, 0.785, -1.766)
H (-1.182, -1.664, 1.189)
H (-1.243, 2.108, -0.891)

***

Entry 5:
One molecule with the formula C4H6S2 in a non-equilibrium geometry. Source: the Open Molecules 2025 dataset; level of theory: ωB97M-V/def2-TZVPD.

The HOMO energy comes out at -8.694 eV. As for the energy above the lowest of the compared OMol25 structures with the same formula, charge and spin: 1.113 eV. As for the SMILES: C=C(C)SC=S. The LUMO energy comes out at -0.14 eV. Its charge is 0.

Positions of all 12 atoms, in Å:
S (-1.545, -0.732, 0.122)
S (-2.681, -1.328, -2.500)
C (0.156, -0.119, 0.533)
C (0.358, 1.318, 0.941)
C (1.203, -0.971, 0.485)
C (-1.517, -0.652, -1.570)
H (0.066, 1.561, 2.009)
H (1.172, -2.052, 0.336)
H (-0.154, 2.054, 0.287)
H (2.185, -0.472, 0.457)
H (1.433, 1.420, 0.859)
H (-0.675, -0.029, -1.960)

***

Entry 6:
A 2-piece molecular cluster, C3H8N2O2 overall in a non-equilibrium geometry. Source: the Open Molecules 2025 dataset; level of theory: ωB97M-V/def2-TZVPD.

The HOMO energy (spin up / spin down) comes out at -9.336 / -9.758 eV. As for the energy above the lowest of the compared OMol25 structures with the same formula, charge and spin: 8.996 eV. The LUMO energy (spin up / spin down) comes out at -1.66 / -1.02 eV. Its charge is 0.

Positions of all 15 atoms, in Å:
O (-2.835, 1.019, 0.177)
O (-2.898, -1.144, 0.326)
N (-1.271, -0.095, -0.665)
N (-2.360, -0.102, 0.003)
C (0.318, 1.513, 0.565)
C (-0.181, 0.881, -0.741)
C (-0.181, -2.164, -0.136)
H (-0.451, 1.731, 1.159)
H (0.135, -1.717, 0.723)
H (0.126, -2.302, -1.196)
H (-0.443, 1.727, -1.478)
H (-1.016, -2.670, 0.252)
H (0.965, 2.483, 0.454)
H (0.891, 0.904, 1.160)
H (0.601, 0.320, -1.250)

***

Entry 7:
One molecule with the formula C14H15FN2O2S. Source: the Open Molecules 2025 dataset; level of theory: ωB97M-V/def2-TZVPD.

The HOMO energy comes out at -8.358 eV. As for the energy above the lowest of the compared OMol25 structures with the same formula, charge and spin: 0.831 eV. As for the SMILES: O=C(/C=C/c1ccc(F)cc1)NC(=S)N1CCOCC1. The LUMO energy comes out at -0.44 eV. Its charge is 0.

Positions of all 35 atoms, in Å:
S (-2.343, 2.885, 0.597)
F (7.612, 0.051, 0.003)
O (-4.998, -1.509, -0.211)
O (-1.005, -1.147, 1.039)
N (-3.061, 0.528, -0.348)
N (-0.763, 0.898, 0.050)
C (2.053, 0.332, -0.038)
C (5.628, 0.881, -0.953)
C (-5.137, -0.332, 0.547)
C (4.249, 0.936, -0.943)
C (-2.090, 1.336, 0.077)
C (-2.896, -0.696, -1.103)
C (4.183, -0.537, 0.955)
C (-3.638, -1.833, -0.389)
C (1.186, -0.345, 0.723)
C (-0.281, -0.262, 0.635)
C (-4.456, 0.854, -0.146)
C (5.561, -0.599, 0.959)
C (6.268, 0.111, 0.002)
C (3.501, 0.229, 0.004)
H (1.681, 1.018, -0.790)
H (-3.614, -2.741, -0.994)
H (-3.154, -2.020, 0.578)
H (1.516, -1.087, 1.435)
H (3.633, -1.085, 1.702)
H (-4.929, 1.032, -1.118)
H (3.739, 1.535, -1.684)
H (-4.694, -0.470, 1.545)
H (6.094, -1.186, 1.690)
H (-6.208, -0.151, 0.646)
H (6.209, 1.423, -1.682)
H (-4.532, 1.755, 0.463)
H (-1.846, -0.946, -1.223)
H (-3.347, -0.541, -2.092)
H (-0.123, 1.683, 0.063)

***

Entry 8:
C26H65N10O11PSb as an isolated structure in a non-equilibrium geometry. Source: the Open Molecules 2025 dataset; level of theory: ωB97M-V/def2-TZVPD.

The HOMO energy comes out at -3.328 eV. The LUMO energy comes out at 1.31 eV. Its charge is -1.

Positions of all 114 atoms, in Å:
Sb (-3.867, -3.548, 1.770)
P (-5.711, -1.948, 1.165)
O (7.603, 3.157, -5.310)
O (-1.491, -9.407, 1.264)
O (2.557, 7.039, -3.754)
O (4.594, 3.714, -0.888)
O (1.609, -1.124, -0.796)
O (-8.270, -4.514, 9.704)
O (1.352, -1.964, 1.531)
O (-1.928, 1.236, -4.489)
O (5.526, -1.129, -2.550)
O (4.258, 10.970, -6.590)
O (-4.226, -2.826, 6.253)
N (-0.991, 0.120, -2.772)
N (-5.690, -0.562, 2.000)
N (-1.867, -11.578, 0.797)
N (4.759, 11.709, -8.658)
N (-3.850, -4.270, 7.940)
N (4.151, 3.290, -3.055)
N (4.135, 6.874, -5.352)
N (9.581, 3.490, -4.288)
N (6.253, 1.002, -2.583)
N (-9.316, -2.917, 10.897)
C (-2.292, -10.311, 1.057)
C (-6.021, -3.190, 7.807)
C (3.942, 11.080, -7.769)
C (2.739, -3.393, -0.242)
C (1.856, -2.053, 0.151)
C (-3.779, -10.107, 1.070)
C (8.255, 3.747, -4.457)
C (-2.475, -5.213, 2.259)
C (-0.515, -2.372, 3.196)
C (3.315, 7.596, -4.540)
C (-1.900, -1.492, 3.376)
C (-10.385, -3.736, 8.876)
C (-2.708, -6.548, 1.576)
C (3.958, 3.985, -1.900)
C (2.654, 10.545, -8.326)
C (3.406, 9.088, -4.673)
C (-3.259, -2.392, 3.557)
C (-0.914, 0.848, -3.920)
C (-4.639, -3.397, 7.256)
C (-0.069, -2.436, 1.608)
C (5.493, -0.003, -2.068)
C (0.470, 1.135, -4.426)
C (4.630, 0.361, -0.894)
C (7.665, 4.783, -3.544)
C (2.935, 5.083, -1.957)
C (-9.234, -3.771, 9.840)
H (0.579, 0.710, -5.427)
H (-2.702, -2.748, 0.729)
H (2.620, 9.463, -8.168)
H (7.261, 5.601, -4.147)
H (4.092, 5.865, -5.280)
H (3.652, 3.476, -3.913)
H (-4.318, -11.036, 0.863)
H (-1.763, -0.889, 4.397)
H (1.237, 0.703, -3.777)
H (-1.976, -0.661, 2.536)
H (3.583, 0.179, -1.150)
H (4.836, 2.545, -3.041)
H (4.542, 11.824, -9.637)
H (4.744, 1.413, -0.617)
H (10.160, 3.950, -3.600)
H (2.561, 10.745, -9.397)
H (4.913, -0.258, -0.038)
H (4.141, 9.384, -5.427)
H (-6.148, -2.134, 8.062)
H (3.701, 9.515, -3.711)
H (-3.523, -6.600, 0.705)
H (-5.065, -4.375, 2.791)
H (-2.488, -12.354, 0.620)
H (-4.370, -4.506, 0.359)
H (-3.108, -3.090, 4.512)
H (-0.185, -0.221, -2.268)
H (0.337, -1.735, 3.739)
H (-8.552, -2.922, 11.560)
H (-2.131, -7.492, 1.963)
H (-6.754, -3.476, 7.048)
H (-10.848, -4.725, 8.838)
H (2.428, 9.480, -4.965)
H (2.482, 5.164, -2.949)
H (-10.012, -3.466, 7.885)
H (-11.143, -3.006, 9.175)
H (3.418, 6.034, -1.715)
H (-1.913, -0.086, -2.412)
H (-1.590, -5.176, 3.024)
H (4.776, 7.287, -6.014)
H (2.148, 4.874, -1.228)
H (6.843, 0.781, -3.375)
H (3.459, -3.589, 0.671)
H (-4.146, -4.764, 8.769)
H (6.862, 4.326, -2.959)
H (-4.046, -9.371, 0.307)
H (0.617, 2.218, -4.468)
H (3.422, -3.221, -1.177)
H (-6.980, -2.600, 1.426)
H (10.002, 2.796, -4.891)
H (-10.089, -2.286, 11.052)
H (5.633, 12.078, -8.306)
H (-4.144, -1.653, 3.866)
H (1.975, -4.294, -0.386)
H (-0.192, -3.502, 1.119)
H (8.411, 5.190, -2.856)
H (6.260, 1.944, -2.220)
H (1.817, 11.019, -7.808)
H (-6.612, -0.523, 2.539)
H (-0.528, -3.410, 3.737)
H (-0.868, -11.740, 0.782)
H (-5.688, -1.698, -0.286)
H (-0.738, -1.657, 1.039)
H (-6.194, -3.790, 8.704)
H (-4.080, -9.741, 2.056)
H (-2.914, -4.426, 7.587)